Run a
CH3FOS2 | ωB97M-V/def2-TZVPD

Properties
net charge	0
structure (SMILES)	C[S@](=O)(F)=S
E_HOMO	-10.269	eV
HOMO-LUMO gap	10.87	eV
LUMO energy	0.6	eV

CARTESIAN COORDINATES (ANGSTROEM)
1 C -0.838 -0.078 -0.503
2 S 0.606 -0.075 0.573
3 O 0.112 0.470 1.801
4 F 1.275 1.215 -0.210
5 S 1.884 -1.430 0.345
6 H -0.501 -0.079 -1.506
7 H -1.297 -0.979 -0.377
8 H -1.240 0.957 -0.123

Run b
CH3FOS2 | ωB97M-V/def2-TZVPD

Properties
net charge	0
structure (SMILES)	C[S@](=O)(F)=S
E_HOMO	-10.107	eV
HOMO-LUMO gap	9.86	eV
LUMO energy	-0.3	eV

CARTESIAN COORDINATES (ANGSTROEM)
1 C 0.946 0.127 0.174
2 S -0.821 -0.045 -0.126
3 O -1.045 -1.595 0.366
4 F -0.913 0.009 -1.782
5 S -1.880 1.279 0.760
6 H 1.112 -0.505 1.007
7 H 1.520 -0.450 -0.696
8 H 1.080 1.180 0.297

Q: Which of them is the least stable? A: run b.

Run a
C3H11N4 | ωB97M-V/def2-TZVPD

Properties
net charge	+1
structure (SMILES)	N[C@H]1[C@H](N)[NH2+][C@@H]1N
E_HOMO	-13.313	eV
HOMO-LUMO gap	10.39	eV
LUMO energy	-2.9	eV

CARTESIAN COORDINATES (ANGSTROEM)
1 N 1.540 1.372 -0.003
2 C 0.297 0.705 -0.011
3 C 0.066 -0.382 -1.091
4 N -0.761 -0.090 -2.150
5 N -0.385 -1.390 0.103
6 C 0.201 -0.325 1.132
7 N -0.770 0.068 2.128
8 H 2.266 0.905 -0.580
9 H 1.499 2.274 -0.237
10 H -0.621 1.310 0.187
11 H 0.978 -0.867 -1.369
12 H -0.492 -0.574 -3.049
13 H -1.735 0.371 -2.155
14 H -1.438 -1.473 0.318
15 H -0.091 -2.388 0.339
16 H 1.083 -0.663 1.430
17 H -1.287 0.962 1.931
18 H -0.350 0.184 3.079

Run b
C3H11N4 | ωB97M-V/def2-TZVPD

Properties
net charge	+1
structure (SMILES)	CN[N@@H+](C)/N=C/N
E_HOMO	-14.203	eV
HOMO-LUMO gap	11.25	eV
LUMO energy	-3.0	eV

CARTESIAN COORDINATES (ANGSTROEM)
1 C -1.237 1.721 -0.010
2 N -1.505 0.269 -0.260
3 N -0.446 -0.596 0.051
4 C -1.089 -1.896 -0.066
5 N 0.899 -0.243 -0.541
6 C 1.844 0.006 0.268
7 N 3.011 0.321 -0.206
8 H -1.120 1.882 1.012
9 H -0.493 2.232 -0.481
10 H -2.046 2.365 -0.091
11 H -1.755 0.245 -1.236
12 H -0.438 -0.279 1.128
13 H -0.487 -2.577 0.473
14 H -2.087 -1.891 0.211
15 H -0.993 -2.140 -1.056
16 H 1.540 0.121 1.291
17 H 3.613 0.758 0.461
18 H 3.116 0.146 -1.210

Q: Which of them is the least stable? A: run b.

Run a
H23O12 | ωB97M-V/def2-TZVPD

Properties
net charge	-1
E_HOMO	-7.047	eV
HOMO-LUMO gap	9.93	eV
LUMO energy	2.9	eV

CARTESIAN COORDINATES (ANGSTROEM)
1 O 20.552 -18.217 0.900
2 H 19.996 -18.658 0.225
3 O 19.958 -19.364 -3.339
4 H 19.654 -18.685 -2.692
5 H 19.242 -19.681 -3.925
6 O 19.419 -16.033 1.700
7 H 19.543 -15.793 2.651
8 H 20.013 -16.843 1.528
9 O 20.440 -20.891 1.568
10 H 19.526 -21.149 1.540
11 H 20.552 -19.970 1.314
12 O 17.773 -19.729 -0.902
13 H 17.293 -20.510 -0.639
14 H 18.647 -19.981 -1.198
15 O 21.344 -17.830 3.551
16 H 21.802 -16.988 3.374
17 H 20.953 -18.019 2.731
18 O 19.698 -17.205 -1.433
19 H 20.103 -17.372 -0.574
20 H 19.227 -16.404 -1.301
21 O 18.283 -18.694 2.558
22 H 17.811 -19.466 2.235
23 H 19.002 -18.480 2.007
24 O 20.283 -21.330 -1.116
25 H 20.782 -21.345 -0.262
26 H 20.901 -20.931 -1.776
27 O 22.802 -19.616 0.132
28 H 22.010 -19.035 0.295
29 H 23.065 -19.743 1.102
30 O 22.264 -16.590 -0.349
31 H 21.570 -17.106 0.081
32 H 22.184 -16.679 -1.320
33 O 16.914 -17.445 0.298
34 H 17.271 -18.209 -0.124
35 H 17.602 -16.920 0.655

Run b
H23O12 | ωB97M-V/def2-TZVPD

Properties
net charge	-1
E_HOMO	-6.664	eV
HOMO-LUMO gap	9.04	eV
LUMO energy	2.4	eV

CARTESIAN COORDINATES (ANGSTROEM)
1 O -0.261 -0.086 -0.620
2 H 0.148 -0.380 0.213
3 O -0.382 2.153 -2.290
4 H -0.483 1.268 -1.788
5 H -0.986 2.639 -1.747
6 O -2.295 -0.347 -2.402
7 H -2.049 -0.806 -3.132
8 H -1.470 -0.425 -1.858
9 O -0.814 2.213 0.904
10 H -0.014 2.302 1.395
11 H -0.507 1.601 0.240
12 O 2.088 1.066 -0.759
13 H 1.228 0.650 -0.829
14 H 2.531 0.632 -1.501
15 O 0.716 -0.491 1.967
16 H 0.354 -1.299 2.271
17 H 1.589 -0.716 1.689
18 O 0.145 -2.775 -0.477
19 H -0.228 -1.902 -0.363
20 H -0.017 -3.206 0.383
21 O 1.219 2.116 2.591
22 H 2.080 2.358 2.254
23 H 1.145 1.181 2.449
24 O 2.980 -1.545 1.216
25 H 2.581 -2.337 1.602
26 H 2.642 -1.437 0.320
27 O 0.480 -0.506 -3.361
28 H 0.326 -0.457 -2.474
29 H 0.649 -1.411 -3.504
30 O -1.976 -0.087 2.889
31 H -1.184 0.294 2.587
32 H -2.319 -0.125 1.973
33 O -2.701 -0.296 0.318
34 H -1.865 -0.142 -0.102
35 H -3.348 0.302 -0.053

Q: Which of them is the least stable? A: run b.

Run a
C7H10N4 | ωB97M-V/def2-TZVPD

Properties
net charge	0
structure (SMILES)	Cc1cnc[nH]1.c1c[nH]cn1
E_HOMO	-8.169	eV
HOMO-LUMO gap	8.68	eV
LUMO energy	0.5	eV

CARTESIAN COORDINATES (ANGSTROEM)
1 C -6.147 -1.995 -1.091
2 C -5.099 -0.968 -0.819
3 C -3.729 -1.049 -0.674
4 N -3.176 0.186 -0.427
5 C -4.200 1.023 -0.421
6 N -5.377 0.369 -0.653
7 H -5.659 -2.980 -1.181
8 H -6.681 -1.780 -2.032
9 H -6.883 -2.041 -0.271
10 H -3.114 -1.947 -0.736
11 H -4.150 2.099 -0.256
12 H -6.304 0.799 -0.696
13 C 1.848 0.065 0.661
14 C 0.524 0.057 1.042
15 N -0.180 0.267 -0.118
16 C 0.721 0.391 -1.133
17 N 1.964 0.273 -0.693
18 H 2.725 -0.069 1.294
19 H 0.033 -0.076 2.006
20 H -1.198 0.320 -0.205
21 H 0.420 0.565 -2.166

Run b
C7H10N4 | ωB97M-V/def2-TZVPD

Properties
net charge	0
E_HOMO	-7.507	eV
HOMO-LUMO gap	8.30	eV
LUMO energy	0.8	eV

CARTESIAN COORDINATES (ANGSTROEM)
1 C 2.665 0.698 0.186
2 C 1.630 1.644 0.138
3 C 2.088 -0.565 -0.052
4 C 0.753 -0.352 -0.184
5 C -0.815 1.410 0.099
6 C -1.711 0.347 -0.157
7 C -3.168 0.517 -0.449
8 N 0.510 0.934 0.013
9 N -1.140 -0.882 -0.260
10 N 2.706 -1.769 -0.285
11 N -1.531 -1.744 0.774
12 H 3.763 0.724 0.290
13 H 1.727 2.731 0.395
14 H -1.103 2.397 0.086
15 H -3.367 0.437 -1.573
16 H -3.445 1.665 -0.348
17 H -3.818 -0.099 0.137
18 H 2.967 -1.991 -1.277
19 H 3.547 -2.002 0.237
20 H -1.137 -2.643 0.533
21 H -1.120 -1.460 1.696

Q: Which of them is the least stable? A: run b.

Run a
C3H8OS2 | ωB97M-V/def2-TZVPD

Properties
net charge	0
structure (SMILES)	OC[C@@H](S)CS
E_HOMO	-9.124	eV
HOMO-LUMO gap	9.77	eV
LUMO energy	0.6	eV

CARTESIAN COORDINATES (ANGSTROEM)
1 O 0.128 1.605 -1.095
2 C -0.501 1.239 0.109
3 C -0.529 -0.234 0.420
4 S -1.378 -1.183 -0.874
5 C 0.899 -0.878 0.645
6 S 2.137 -0.619 -0.706
7 H 1.095 1.580 -0.901
8 H -1.585 1.465 -0.032
9 H -0.126 1.831 0.933
10 H -1.004 -0.435 1.353
11 H -2.609 -0.886 -0.593
12 H 1.441 -0.463 1.527
13 H 0.680 -1.937 0.886
14 H 1.352 -1.086 -1.673

Run b
C3H8OS2 | ωB97M-V/def2-TZVPD

Properties
net charge	0
structure (SMILES)	CC=O.CSS
E_HOMO	-8.199	eV
HOMO-LUMO gap	8.91	eV
LUMO energy	0.7	eV

CARTESIAN COORDINATES (ANGSTROEM)
1 C 0.577 1.455 2.177
2 C 1.526 2.391 1.467
3 O 1.873 2.207 0.322
4 H 0.421 0.599 1.531
5 H 1.091 1.183 3.106
6 H -0.317 2.009 2.467
7 H 1.890 3.289 1.993
8 C -1.436 -2.482 -1.414
9 S -0.514 -0.958 -1.016
10 S -0.197 -0.148 -2.843
11 H -2.140 -2.322 -2.226
12 H -0.717 -3.279 -1.529
13 H -2.076 -2.630 -0.541
14 H 0.019 -1.314 -3.494

Q: Which of them is the least stable? A: run b.

Run a
C3H8OS2 | ωB97M-V/def2-TZVPD

Properties
net charge	0
structure (SMILES)	CC=O.CSS
E_HOMO	-7.837	eV
HOMO-LUMO gap	8.56	eV
LUMO energy	0.7	eV

CARTESIAN COORDINATES (ANGSTROEM)
1 C -2.434 -0.938 -0.649
2 C -1.334 -1.515 0.176
3 O -0.184 -1.283 -0.090
4 H -2.903 -0.129 -0.087
5 H -3.189 -1.676 -0.930
6 H -1.993 -0.545 -1.564
7 H -1.594 -1.929 1.162
8 C 1.181 1.848 0.008
9 S 2.886 1.303 -0.212
10 S 2.832 -0.519 0.828
11 H 0.510 1.074 0.365
12 H 0.955 2.257 -0.969
13 H 1.113 2.570 0.830
14 H 4.154 -0.520 1.133

Run b
C3H8OS2 | ωB97M-V/def2-TZVPD

Properties
net charge	0
structure (SMILES)	C=CO.CSS
E_HOMO	-8.283	eV
HOMO-LUMO gap	8.68	eV
LUMO energy	0.4	eV

CARTESIAN COORDINATES (ANGSTROEM)
1 C -2.015 -0.657 -0.877
2 C -1.645 -1.719 -1.578
3 O -0.654 -2.588 -1.217
4 H -2.831 -0.043 -1.232
5 H -1.577 -0.377 0.053
6 H -2.061 -1.878 -2.560
7 H -0.065 -2.098 -0.629
8 C 1.479 0.327 -0.922
9 S 0.703 1.573 0.123
10 S 0.525 0.815 2.052
11 H 0.870 0.201 -1.811
12 H 1.619 -0.605 -0.381
13 H 2.476 0.631 -1.241
14 H 0.896 -0.451 1.816

Q: Which of them is the least stable? A: run b.